41
Properties=species:S:1:pos:R:3:forces:R:3:mulliken_charge:R:1 method="wB97M-V/def2-TZVPD" molar_mass_g_mol=427.881 total_energy_ev=-40431.211 orbital_gap_ha="0.2773 / 0.1472" charge=+3 s2=6.039 multiplicity=5
Ru -0.2660 0.4640 1.6391 0.0 0.0 0.0 0.92
C -2.3399 1.5531 -0.6652 0.0 0.0 -0.1 -0.78
N -1.3933 2.1565 0.2903 0.0 0.0 0.0 -0.22
C -0.3207 2.9854 -0.3097 0.1 0.0 -0.1 -1.05
C 0.9571 2.2090 -0.3767 0.0 0.0 0.0 0.40
N 1.1694 1.1288 0.3844 -0.1 0.1 0.0 0.17
C 2.4785 0.6982 0.1217 0.1 0.0 0.0 0.52
C 3.2207 -0.3546 0.6455 0.0 0.0 0.0 -0.75
C 4.5121 -0.4973 0.1760 0.0 0.0 0.0 -0.70
C 5.0527 0.3765 -0.7792 0.0 0.1 0.0 -0.53
C 4.3241 1.4296 -1.3014 0.0 -0.1 0.0 -0.97
C 3.0292 1.5607 -0.8236 -0.1 0.1 0.0 0.76
N 2.0231 2.4948 -1.1104 0.0 0.0 0.0 -0.06
C -2.3566 0.0577 -0.6168 0.0 0.0 0.0 0.10
N -1.6443 -0.6775 0.2666 0.1 0.0 0.1 -0.05
C -1.9562 -1.9712 0.0306 0.0 -0.1 0.0 0.54
C -1.5046 -3.1595 0.6846 0.0 0.0 0.0 -0.50
C -2.0099 -4.3418 0.2415 0.1 0.0 0.1 -0.71
C -2.9481 -4.3798 -0.8298 -0.1 0.0 -0.1 -0.37
C -3.4124 -3.2087 -1.4956 0.0 -0.1 0.0 -0.83
C -2.8956 -2.0363 -1.0428 -0.1 0.0 -0.1 0.77
N -3.1024 -0.7052 -1.4087 0.0 0.0 0.0 0.01
H -2.1281 1.8673 -1.6917 0.0 0.0 0.0 0.42
H -3.3584 1.8949 -0.4550 0.0 0.0 0.0 0.51
H -1.9252 2.7465 0.9212 0.0 0.0 0.0 0.31
H -0.1618 3.8606 0.3248 0.0 0.0 0.0 0.46
H -0.6006 3.3637 -1.2954 0.0 0.0 0.0 0.42
H 2.8228 -1.0276 1.3954 0.0 0.0 0.0 0.38
H 5.1322 -1.2971 0.5566 0.0 0.0 0.0 0.43
H 6.0708 0.2260 -1.1108 0.0 0.0 0.0 0.43
H 4.7472 2.1051 -2.0319 0.0 0.0 0.0 0.44
H 2.1053 3.2697 -1.7553 0.0 0.0 0.0 0.26
H -0.7937 -3.1089 1.4990 0.0 0.0 0.0 0.44
H -1.7122 -5.2779 0.6942 0.0 0.0 0.0 0.46
H -3.3286 -5.3422 -1.1516 0.0 0.0 0.0 0.45
H -4.1314 -3.2828 -2.3013 0.0 0.0 0.0 0.48
H -3.7225 -0.3771 -2.1401 0.0 0.0 0.0 0.29
Cl -0.9454 0.0272 3.9151 -0.1 0.0 0.1 -0.01
C 0.2269 1.2612 3.4400 0.1 0.0 0.0 -0.51
H 1.2257 1.0473 3.8109 0.0 0.0 0.0 0.34
H -0.1399 2.2617 3.6553 0.0 0.0 0.0 0.34